A molecular structure, C8H11BrCoNO2. Source: the Open Molecules 2025 dataset; level of theory: ωB97M-V with the def2-TZVPD basis set.

XYZ file:
```
24
C8H11BrCoNO2 | the Open Molecules 2025 dataset | ωB97M-V with the def2-TZVPD basis set
Co -3.42903 3.07854 -2.53593
Br -1.97588 1.77299 -0.89571
O -1.72369 -2.70680 -2.50958
C -0.68393 -2.12987 -2.47007
O -0.52813 -0.85125 -2.93413
C 0.70163 -0.30443 -2.45825
C 1.60583 -1.53507 -2.16514
C 0.63266 -2.65959 -1.96119
H 0.48063 0.37429 -1.63086
H 1.24024 0.28809 -3.19616
H 2.42203 -1.37867 -1.46165
H 2.14410 -1.71013 -3.10387
H 0.44259 -2.77352 -0.88005
H 0.93218 -3.66479 -2.23850
N -0.42634 1.03748 1.97003
C 0.59888 0.66773 2.78259
C 0.53320 1.37057 3.99871
C -0.61574 2.14909 3.92641
C -1.23734 1.83283 2.70376
H -0.58779 0.81838 0.99405
H 1.28771 -0.07847 2.41201
H 1.23587 1.25057 4.80510
H -0.95144 2.88461 4.63782
H -2.09826 2.26743 2.21060
```

Output
**E_HOMO (alpha / beta)**: -12.32 / -12.06 eV
**Total energy**: -4473.1136 hartree
**HOMO-LUMO gap (alpha / beta)**: 8.06 / 4.92 eV
**Net charge**: +1
**Spin multiplicity**: 4

These are the Löwdin partial charges, in e, on atoms 1 to 4: 0.415 -0.037 0.140 -0.481